Record 1
Density functional theory data (ωB97M-V/def2-TZVPD) for the molecule C4H6N2S2 in a non-equilibrium geometry.

```
14
Properties=species:S:1:pos:R:3:forces:R:3
C -1.4263 0.6589 0.1613 1.249 0.154 0.110
C -0.1863 0.0596 0.6903 2.529 -1.556 0.733
C 0.4180 -0.8776 -0.5548 0.193 -1.288 3.730
C 1.6974 -0.1459 -0.8241 -0.629 1.856 1.198
H -2.1701 -1.5160 0.4936 0.264 -0.110 0.239
H -0.2909 -0.4621 1.7186 -0.440 0.214 -2.012
H 0.5493 -1.9371 -0.1141 0.321 1.527 -0.565
H -0.2964 -1.0675 -1.3161 -0.441 0.518 -1.058
H 2.2653 -0.1737 -1.7195 0.646 -0.585 -0.455
H 0.6669 1.9425 1.0619 0.594 -0.868 -0.231
N 1.9427 0.8512 -0.0251 -0.665 -1.093 -1.388
N 0.9717 0.9563 0.9417 -1.041 0.608 0.333
S -2.6866 -0.4146 -0.0522 -2.220 -0.799 -0.309
S -1.4545 2.1261 -0.4616 -0.360 1.422 -0.325
```
Positions in Å, forces in eV/Å.

Lowest unoccupied orbital energy in eV: -0.40
Structure (SMILES): S=C(S)[C@H]1CC=NN1
HOMO energy in Ha: -0.3229

***

Record 2
Density functional theory data (ωB97M-V/def2-TZVPD) for a structure of composition C33H57CaN4OP2S in a non-equilibrium geometry.

```
99
Properties=species:S:1:pos:R:3:forces:R:3
C 2.2469 -0.4075 -1.7731 0.346 -0.460 -0.647
C 0.2280 0.5033 -2.5627 -1.088 0.487 0.617
C 2.8110 -0.3915 -3.0457 0.304 -0.242 1.063
C 0.8236 0.6812 -3.8423 0.687 0.055 -0.476
C 2.1076 0.2279 -4.0811 -0.720 0.364 -0.049
H 3.7933 -0.8419 -3.1751 -0.169 0.238 -0.146
H 0.2379 1.1803 -4.6165 0.197 -0.258 0.172
H 2.5861 0.3475 -5.0539 -0.275 -0.037 0.174
N 1.0132 0.0571 -1.5239 -0.194 -0.290 0.153
P 2.6609 -0.3636 1.0274 -0.226 0.156 -0.244
P -2.4325 0.4118 -1.2578 -0.045 0.524 -0.181
C 3.0343 -1.0750 -0.6372 -0.317 -0.184 -0.246
H 2.7781 -2.1441 -0.6382 -0.004 0.308 -0.014
H 4.1108 -1.0154 -0.8484 -0.341 -0.046 -0.012
C -1.7190 0.4158 2.7032 -3.501 -1.388 2.694
O -2.5796 0.1219 3.4145 3.091 1.083 -2.550
C -1.1519 0.8563 -2.3700 1.178 1.255 -0.315
H -1.5074 1.5826 -3.1135 0.217 -0.541 -0.090
C -3.3370 -0.9573 -2.3019 -0.171 0.524 0.643
C -3.5242 2.0379 -1.1468 0.295 -0.959 -0.255
C 2.7616 -1.7822 2.3299 0.332 0.496 -0.372
C 4.0488 0.9179 1.1077 -0.091 -0.469 0.441
C -4.0531 -1.8377 -1.2684 -0.136 -0.125 -0.358
H -4.7799 -1.2657 -0.6757 0.162 -0.155 -0.124
H -4.5909 -2.6427 -1.7907 0.003 0.038 0.201
H -3.3261 -2.2878 -0.5812 -0.276 0.180 -0.108
C -4.3257 -0.4141 -3.3337 -0.111 -0.343 -0.113
H -5.1718 0.1174 -2.8843 0.213 -0.094 -0.149
H -3.8248 0.2255 -4.0727 -0.137 -0.144 0.220
H -4.7347 -1.2803 -3.8778 -0.002 0.215 0.034
C -2.2850 -1.7695 -3.0691 -0.056 0.089 0.082
H -2.7806 -2.6135 -3.5733 0.067 0.174 0.142
H -1.7816 -1.1645 -3.8335 -0.115 -0.125 0.278
H -1.5230 -2.1739 -2.3919 -0.058 0.184 -0.353
C -4.8467 1.6683 -0.4494 0.035 0.194 -0.067
H -4.6676 1.2462 0.5494 -0.010 0.053 -0.190
H -5.4440 2.5852 -0.3258 0.058 -0.239 0.008
H -5.4487 0.9518 -1.0210 0.151 0.187 0.122
C -2.7884 3.0757 -0.2806 0.077 -0.016 -0.197
H -2.6410 2.7354 0.7537 -0.061 -0.068 -0.066
H -1.8025 3.3493 -0.6828 -0.379 -0.164 -0.012
H -3.4002 3.9920 -0.2382 0.116 -0.233 0.030
C -3.7891 2.6742 -2.5155 -0.327 0.247 0.045
H -4.3153 2.0122 -3.2092 0.169 0.253 0.251
H -4.4332 3.5533 -2.3535 0.155 -0.115 -0.115
H -2.8700 3.0260 -2.9966 -0.157 -0.063 0.143
C 3.8143 1.7717 2.3650 0.192 0.108 -0.001
H 4.6396 2.4931 2.4483 -0.188 -0.084 0.114
H 2.8735 2.3348 2.2840 0.221 -0.140 -0.029
H 3.7816 1.1772 3.2873 0.071 0.162 -0.212
C 3.9471 1.8381 -0.1226 -0.197 -0.066 -0.007
H 4.1184 1.3052 -1.0656 -0.022 0.142 0.202
H 2.9707 2.3397 -0.1652 0.349 -0.186 -0.086
H 4.7210 2.6144 -0.0274 -0.164 -0.171 -0.009
C 5.4395 0.2623 1.1193 0.273 0.372 0.154
H 6.1759 1.0398 0.8659 -0.066 -0.235 0.069
H 5.7074 -0.1347 2.1034 -0.053 0.154 -0.274
H 5.5461 -0.5399 0.3781 -0.012 0.207 0.183
C 2.7328 -3.1456 1.6314 -0.121 -0.074 0.080
H 3.6361 -3.3285 1.0317 -0.257 0.087 0.171
H 2.6786 -3.9340 2.4010 -0.001 0.185 -0.210
H 1.8484 -3.2447 0.9880 0.360 0.079 0.177
C 1.4948 -1.6347 3.2067 0.151 -0.069 -0.026
H 0.5721 -1.7636 2.6158 0.283 0.007 0.090
H 1.5021 -2.4162 3.9817 -0.042 0.208 -0.127
H 1.4527 -0.6549 3.7081 0.081 -0.227 -0.109
C 4.0159 -1.7123 3.2054 -0.032 -0.325 0.313
H 4.9266 -1.9101 2.6243 -0.331 0.079 0.211
H 4.1146 -0.7565 3.7367 0.033 -0.303 -0.176
H 3.9379 -2.5066 3.9661 0.075 0.220 -0.123
Ca -0.1106 0.5043 0.5707 0.284 0.195 -1.309
N -0.7043 -1.6971 0.2270 -0.766 -3.254 -1.589
C -0.9795 -2.7188 -0.2808 0.949 0.889 2.699
C -1.1979 -4.2290 -0.3299 -0.271 0.146 -0.811
C -1.6320 -4.6928 -1.7191 -0.231 -0.082 -0.314
C 0.1355 -4.8996 -0.0057 0.423 0.021 0.272
C -2.2854 -4.5587 0.6979 -0.126 0.238 0.443
H -2.5974 -4.2561 -2.0043 0.338 -0.113 0.009
H -0.8686 -4.4373 -2.4656 -0.295 -0.040 0.081
H -1.7483 -5.7847 -1.7131 0.071 0.258 0.091
H 0.4491 -4.6772 1.0227 -0.033 -0.043 -0.328
H 0.0588 -5.9942 -0.0910 -0.192 0.375 -0.070
H 0.9010 -4.5565 -0.7199 -0.131 -0.169 0.338
H -2.4915 -5.6373 0.7235 0.203 0.253 -0.159
H -1.9640 -4.2504 1.7050 -0.174 -0.081 -0.275
H -3.2202 -4.0410 0.4440 0.241 -0.210 0.164
C 0.8417 6.0748 1.3730 0.118 0.198 -0.186
N 0.3221 5.0964 2.3154 -0.124 -0.537 -0.020
C -0.1149 5.3552 3.6031 -0.176 -0.557 0.114
C -0.5425 4.1772 4.1271 0.191 0.771 -0.005
N -0.3546 3.2171 3.1539 0.111 -0.285 -0.481
C 0.1783 3.7774 2.0254 0.004 0.397 0.179
S 0.6214 3.1017 0.5350 -0.063 0.381 0.440
H 1.8534 5.7956 1.0502 -0.301 0.051 0.142
H 0.1983 6.1346 0.4847 0.153 -0.059 0.301
H 0.8657 7.0424 1.8793 0.022 -0.158 -0.142
H -0.0771 6.3505 4.0101 -0.047 -0.085 0.089
H -0.9434 3.9513 5.0980 -0.017 -0.013 -0.014
H -0.6070 2.2324 3.2434 0.349 0.841 -0.096
```
Positions in Å, forces in eV/Å.

Lowest unoccupied orbital energy (spin up / spin down) in eV: -3.11 / -3.11
HOMO energy (spin up / spin down) in Ha: -0.2982 / -0.2982
Charge: +1

***

Record 3
Density functional theory data (ωB97M-V/def2-TZVPD) for the molecule C23H27FN4O3.

```
58
Properties=species:S:1:pos:R:3:forces:R:3
O -1.1550 -1.6852 -2.5368 0.209 0.035 -0.267
C -2.1242 -1.6248 -1.8039 -0.382 0.257 -0.142
N -2.3012 -2.4418 -0.7522 -0.113 -0.154 0.328
H -3.0440 -2.2834 -0.0847 -0.028 0.167 -0.140
C -1.3199 -3.4321 -0.3677 0.263 -0.160 0.178
H -0.5674 -3.4667 -1.1577 -0.090 -0.096 0.053
H -1.8187 -4.4048 -0.3100 0.098 0.019 -0.037
C -0.6664 -3.1236 0.9976 -0.149 -0.099 -0.192
N 0.4755 -2.2409 1.0014 0.041 0.014 0.020
C 1.7003 -2.7904 0.4568 0.195 0.086 0.224
C 2.8533 -1.8799 0.8754 0.089 -0.405 0.003
N 2.6396 -0.5403 0.3625 -0.243 -0.212 -0.241
C 3.7132 0.3043 0.1528 0.322 0.210 -0.106
C 4.8384 -0.0971 -0.5839 0.156 -0.025 -0.001
C 5.8995 0.7397 -0.8514 -0.099 -0.102 0.045
C 5.8752 2.0493 -0.4028 -0.042 0.043 0.028
C 4.7766 2.4882 0.3130 0.138 0.131 -0.040
C 3.7243 1.6361 0.5887 -0.045 -0.199 0.044
H 2.8971 2.0071 1.1720 -0.108 -0.012 0.052
H 4.7394 3.5053 0.6746 -0.012 0.080 0.031
H 6.6998 2.7113 -0.6140 0.079 0.060 -0.023
H 6.7285 0.3561 -1.4256 0.057 -0.078 -0.062
F 4.9124 -1.3587 -1.0875 -0.164 0.189 0.073
C 1.3827 0.0060 0.8225 -0.306 0.020 -0.132
H 1.2108 0.9739 0.3494 0.019 -0.003 0.041
C 0.2510 -0.9367 0.4151 0.156 0.270 0.120
H -0.6933 -0.5425 0.7899 -0.002 0.040 -0.019
H 0.2132 -0.9777 -0.6849 -0.050 0.025 0.069
H 1.3700 0.1284 1.9168 -0.011 0.076 -0.017
H 3.7906 -2.2871 0.5058 -0.034 0.082 0.018
H 2.8910 -1.8527 1.9768 0.014 -0.054 -0.057
H 1.8609 -3.7892 0.8683 0.012 -0.005 -0.006
H 1.6792 -2.8556 -0.6431 0.022 -0.036 0.013
H -1.4295 -2.6841 1.6495 0.003 -0.115 0.019
H -0.3427 -4.0651 1.4483 -0.062 -0.003 0.020
C -3.2443 -0.6303 -2.1110 0.101 0.110 0.061
H -3.9157 -1.1275 -2.8164 0.018 0.047 -0.030
H -2.7682 0.1956 -2.6429 -0.017 -0.127 -0.018
C -4.0855 -0.1048 -0.9493 -0.130 -0.264 -0.274
N -3.3127 0.5699 0.0822 -0.047 -0.099 -0.095
C -3.1883 -0.0323 1.2883 0.101 -0.011 0.278
O -3.6189 -1.1495 1.5192 -0.086 -0.033 0.308
C -2.5197 0.8068 2.3637 -0.284 -0.156 0.363
H -3.2946 1.4486 2.8171 0.110 -0.101 -0.071
O -1.4500 1.5914 1.8934 0.209 0.032 -0.320
C -1.7117 2.2596 0.7303 -0.067 0.253 -0.158
C -0.9740 3.3999 0.4514 -0.118 -0.210 0.087
C -1.2150 4.1177 -0.7053 -0.015 0.002 -0.001
C -2.2098 3.7052 -1.5734 0.014 0.022 -0.043
C -2.9324 2.5536 -1.3144 -0.019 0.011 0.085
C -2.6780 1.8006 -0.1743 0.304 0.265 0.202
H -3.6946 2.2501 -2.0125 -0.061 -0.101 -0.068
H -2.4214 4.2718 -2.4666 -0.018 0.042 -0.085
H -0.6364 5.0024 -0.9188 0.057 0.087 -0.016
H -0.2197 3.7045 1.1587 0.090 0.044 0.115
H -2.1157 0.1485 3.1355 -0.129 0.035 -0.182
H -4.8361 0.5925 -1.3337 0.029 -0.106 0.052
H -4.6174 -0.9198 -0.4525 0.026 0.213 -0.086
```
Positions in Å, forces in eV/Å.

Lowest unoccupied orbital energy in eV: 0.64
Structure (SMILES): O=C(CCN1C(=O)COc2ccccc21)NCCN1CCN(c2ccccc2F)CC1
HOMO energy in Ha: -0.2825

***

Record 4
Density functional theory data (ωB97M-V/def2-TZVPD) for the molecule C6H10O.

```
17
Properties=species:S:1:pos:R:3:forces:R:3
C -1.3702 0.2256 1.8300 -0.061 0.043 0.070
C -0.8635 -0.2874 0.4831 0.106 -0.072 0.073
C -0.3461 0.7741 -0.5100 0.061 0.046 -0.007
C 0.6326 -0.0246 -1.3787 -0.340 -0.209 0.110
O 1.5827 0.7280 -2.1001 0.206 0.034 0.044
C 1.1912 -1.0263 -0.3565 -0.056 -0.165 -0.044
C 0.1543 -1.3834 0.6380 0.080 0.350 -0.274
H -2.1404 0.9938 1.7082 0.074 -0.113 -0.015
H -0.5393 0.6698 2.3905 -0.138 -0.038 -0.075
H -1.7709 -0.5989 2.4262 0.047 0.139 -0.090
H -1.6817 -0.8586 -0.0031 0.117 -0.013 0.045
H 0.2034 1.5627 0.0244 -0.034 -0.124 -0.055
H -1.1360 1.2595 -1.0913 0.102 -0.075 0.110
H 2.3696 0.8453 -1.5577 -0.060 0.079 -0.001
H 1.8196 -1.8378 -0.7349 -0.104 0.099 0.039
H 1.8219 -0.4602 0.3728 -0.017 -0.035 -0.025
H 0.0728 -0.5814 -2.1409 0.017 0.051 0.094
```
Positions in Å, forces in eV/Å.

Lowest unoccupied orbital energy in eV: 0.23
HOMO energy in Ha: -0.3126

***

Record 5
Density functional theory data (ωB97M-V/def2-TZVPD) for the molecule C28H30N4O6 in a non-equilibrium geometry.

```
68
Properties=species:S:1:pos:R:3:forces:R:3
C 5.6313 3.8421 -2.5746 0.174 -0.021 -0.191
H 6.2324 4.7465 -2.4989 -0.018 -0.084 -0.047
O 4.6854 3.9267 -1.5348 -0.256 -0.030 0.245
C 3.7861 2.9221 -1.3867 -0.155 -0.082 0.092
C 3.7157 1.7853 -2.1863 0.259 0.240 -0.124
C 2.7541 0.8225 -1.9340 -0.169 0.018 0.230
C 1.8479 0.9627 -0.8924 0.095 -0.077 -0.037
C 1.9189 2.1069 -0.0989 0.147 -0.023 -0.169
C 2.8739 3.0701 -0.3386 0.151 0.130 -0.094
H 2.9371 3.9557 0.2731 0.008 0.120 0.081
H 1.2221 2.2376 0.7157 -0.058 0.042 0.120
C 0.8014 -0.0977 -0.6680 -0.152 -0.217 -0.213
N -0.3688 0.0914 -1.5208 0.471 0.079 0.247
C -0.9050 -1.0237 -2.0677 -0.316 0.263 -0.383
O -0.3436 -2.1048 -1.9989 -0.004 -0.451 0.102
C -2.2093 -0.8562 -2.8336 -0.162 -0.425 0.038
H -2.9400 -0.3131 -2.2352 0.038 0.063 -0.106
H -2.0135 -0.3022 -3.7561 -0.032 0.063 0.017
C -2.7996 -2.2283 -3.1824 0.148 0.325 0.387
N -1.9578 -3.0047 -4.0511 0.342 0.006 0.358
C -2.5281 -3.3007 -5.2337 -0.234 0.026 -0.097
O -2.0797 -3.9096 -6.1667 0.151 -0.239 -0.365
N -3.8184 -2.7325 -5.1816 -0.088 -0.151 -0.375
C -4.0743 -2.0806 -4.0139 0.183 -0.046 0.132
O -5.0821 -1.4951 -3.7199 -0.192 0.174 0.191
H -4.4743 -2.8125 -5.9432 0.080 0.009 0.059
H -1.0267 -3.2630 -3.7664 -0.063 -0.044 -0.162
H -3.0081 -2.7677 -2.2500 -0.108 0.076 -0.149
C -0.9826 1.4080 -1.5677 -0.529 -0.084 0.125
C -1.9255 1.6715 -0.4357 0.559 0.897 0.248
C -1.8461 2.5364 0.6161 0.040 -0.291 -0.691
C -3.0193 2.3360 1.3823 -0.395 -0.379 -0.110
C -3.7215 1.3675 0.7381 -0.100 0.495 0.828
O -3.0739 0.9679 -0.3658 0.137 -0.300 -0.480
H -4.6594 0.8955 0.9523 -0.123 -0.115 -0.059
H -3.2915 2.8405 2.2862 -0.139 0.055 0.192
H -1.0571 3.2317 0.8192 0.223 0.124 -0.024
H -0.1822 2.1512 -1.5262 -0.210 -0.046 -0.092
H -1.5021 1.5199 -2.5222 0.125 0.063 0.057
H 1.2043 -1.0768 -0.9687 -0.050 0.275 0.144
C 0.3630 -0.2527 0.8019 0.228 -0.111 -0.308
O -0.7980 -0.3437 1.1234 -0.107 -0.152 0.112
N 1.4263 -0.3191 1.6427 0.363 -0.091 -0.003
C 1.4364 -0.4168 3.0406 -0.020 -0.034 0.304
C 0.2768 -0.4846 3.8049 -0.199 0.002 -0.128
C 0.3656 -0.5666 5.1812 0.233 0.009 0.041
C 1.5933 -0.5840 5.8323 0.172 0.002 0.065
C 2.7438 -0.5157 5.0569 -0.095 0.004 0.000
C 2.6723 -0.4319 3.6803 -0.095 0.002 -0.132
H 3.5794 -0.3767 3.0937 0.099 0.002 -0.061
H 3.7129 -0.5269 5.5355 0.087 -0.003 0.061
C 1.6848 -0.6726 7.3355 -0.197 -0.010 0.086
C 1.0182 0.5379 7.9929 0.253 -0.120 -0.022
H -0.0459 0.5597 7.7723 -0.147 0.021 -0.017
H 1.4633 1.4607 7.6272 -0.010 0.117 -0.001
H 1.1442 0.4964 9.0725 -0.036 0.031 0.132
C 1.0633 -1.9758 7.8420 0.248 0.129 -0.004
H 1.5408 -2.8317 7.3700 -0.006 -0.117 -0.014
H 0.0004 -2.0097 7.6173 -0.146 -0.025 -0.019
H 1.1894 -2.0588 8.9193 -0.035 -0.048 0.127
H 2.7450 -0.6701 7.6130 -0.058 0.003 -0.071
H -0.5478 -0.6179 5.7541 -0.127 -0.009 0.074
H -0.6843 -0.4726 3.3194 -0.029 -0.005 -0.025
H 2.3435 -0.2486 1.2216 -0.208 0.048 -0.014
H 2.7089 -0.0552 -2.5621 -0.007 -0.115 -0.071
H 4.4020 1.6370 -3.0044 0.088 0.019 -0.067
H 6.2787 2.9672 -2.4582 -0.037 0.027 -0.011
H 5.1478 3.8106 -3.5559 0.016 -0.012 0.040
```
Positions in Å, forces in eV/Å.

Lowest unoccupied orbital energy in eV: 0.45
Structure (SMILES): COc1ccc([C@@H](C(=O)Nc2ccc(C(C)C)cc2)N(Cc2ccco2)C(=O)C[C@@H]2NC(=O)NC2=O)cc1
HOMO energy in Ha: -0.3082

***

Total energy
In order: -28893.688 -91002.234 -39110.432 -8428.179 -47770.385
Unit: eV
ΔE to the lowest compared entry with this formula, charge and spin
In order: 243.36 0.00 73.65 295.36 0.00
Unit: kJ/mol